Entry 1:
Entry from OMol25: a single C5H10O molecule in a non-equilibrium geometry (ωB97M-V with the def2-TZVPD basis set).

F_max ... 1.951 eV/A
HOMO ... -0.36069 hartree
SMILES ... CC(C)[C@H]1CO1
Energy above the lowest of the compared OMol25 structures with the same formula, charge and spin ... 211.4 kJ/mol
Frontier orbital gap ... 10.858 eV
Calculated total energy ... -271.67209 Ha

The geometry in XYZ format:
```
16
Properties=species:S:1:pos:R:3:forces:R:3:lowdin_charge:R:1
C -0.468 1.377 -0.615 0.051 0.014 -0.010 -0.06
C -0.415 -0.049 -0.063 -0.260 0.124 0.631 -0.39
C -1.471 -0.963 -0.686 -0.008 -0.018 0.066 -0.07
C 0.900 -0.697 0.305 -0.070 -0.239 0.784 -0.18
C 1.939 0.073 0.965 0.780 0.213 -0.318 -0.17
O 1.002 -0.516 1.815 0.325 -0.846 -0.553 -0.08
H 0.295 2.023 -0.169 -0.117 -0.098 -0.092 0.06
H -1.441 1.793 -0.327 0.166 0.010 -0.154 0.08
H -0.389 1.456 -1.706 0.073 -0.192 0.130 0.08
H -0.571 0.031 1.022 -1.779 0.619 -0.510 0.13
H -2.457 -0.627 -0.346 0.078 -0.107 -0.131 0.08
H -1.348 -2.003 -0.363 -0.021 0.157 -0.012 0.08
H -1.488 -0.951 -1.785 0.204 0.073 0.219 0.08
H 1.069 -1.733 0.019 0.190 0.214 -0.026 0.14
H 2.918 -0.373 1.066 0.379 0.164 -0.186 0.11
H 1.927 1.158 0.868 0.009 -0.088 0.160 0.11
```
Positions in Å, forces in eV/Å.

Entry 2:
Entry from OMol25: a molecular structure, C4H9FN2 in a non-equilibrium geometry (ωB97M-V with the def2-TZVPD basis set).

F_max ... 4.713 eV/A
HOMO ... -0.32973 hartree
Energy above the lowest of the compared OMol25 structures with the same formula, charge and spin ... 332.2 kJ/mol
Frontier orbital gap ... 9.748 eV
Calculated total energy ... -367.06404 Ha

The geometry in XYZ format:
```
16
Properties=species:S:1:pos:R:3:forces:R:3:lowdin_charge:R:1
C -1.356 -1.120 1.214 -2.556 1.352 -2.221 -0.09
C 0.137 -0.863 0.924 0.047 -2.807 0.405 -0.48
C 0.913 0.356 0.541 0.033 1.335 0.435 -0.10
C 0.096 1.159 -0.556 2.710 1.152 2.218 -0.53
H -1.794 0.129 1.502 0.740 -4.375 -0.495 0.16
H -1.581 -2.116 1.997 0.689 3.548 -2.276 0.13
H -1.907 -1.478 -0.048 1.544 1.337 4.247 0.17
H 0.628 -1.251 1.795 0.542 -0.384 0.549 0.11
H 1.916 -0.109 0.164 -1.757 1.262 0.509 0.15
H 1.129 0.951 1.521 -0.481 -0.663 -1.997 0.14
H -0.313 0.861 -2.564 0.274 -0.508 1.572 0.12
H 0.245 -0.646 -1.770 -0.672 3.109 0.923 0.15
H 0.238 2.877 0.371 -0.570 -0.822 -0.211 0.03
N -0.011 0.410 -1.668 -0.699 -1.768 -3.056 0.10
N -0.230 2.411 -0.420 0.283 -1.294 -0.843 0.08
F 0.488 -1.795 -0.121 -0.127 -0.474 0.239 -0.13
```
Positions in Å, forces in eV/Å.

Entry 3:
Entry from OMol25: a molecular structure, C3HGaO3 in a non-equilibrium geometry (ωB97M-V with the def2-TZVPD basis set).

F_max ... 7.337 eV/A
HOMO (spin up / spin down) ... -0.82845 / -0.72935 hartree
Total charge ... +2
Energy above the lowest of the compared OMol25 structures with the same formula, charge and spin ... 0.0 kJ/mol
Frontier orbital gap (spin up / spin down) ... 10.340 / 5.349 eV
Calculated total energy ... -2264.46563 Ha

The geometry in XYZ format:
```
8
Properties=species:S:1:pos:R:3:forces:R:3:lowdin_charge:R:1
C -1.424 0.470 0.299 -5.624 2.489 0.004 0.15
C -0.321 0.005 0.117 2.584 -0.033 -1.734 0.36
O -2.596 0.980 0.406 3.423 -1.939 1.028 0.37
H -2.839 1.534 -0.351 -0.488 0.540 -0.857 0.22
O 1.156 -1.670 -0.055 -1.462 -0.265 -2.016 0.11
C 1.032 -0.414 -0.266 -2.488 -0.403 5.069 -0.44
O 2.055 0.308 -0.043 -2.239 3.375 -1.726 0.12
Ga 2.938 -1.214 -0.106 6.294 -3.764 0.233 1.13
```
Positions in Å, forces in eV/Å.

Entry 4:
Entry from OMol25: 3 unconnected molecules or ions with the total composition C4H7NO in a non-equilibrium geometry (ωB97M-V with the def2-TZVPD basis set).

F_max ... 1.100 eV/A
HOMO ... -0.37701 hartree
SMILES ... C=CC#N.[H][H].C=O
Energy above the lowest of the compared OMol25 structures with the same formula, charge and spin ... 429.8 kJ/mol
Frontier orbital gap ... 9.992 eV
Calculated total energy ... -286.46793 Ha

The geometry in XYZ format:
```
13
Properties=species:S:1:pos:R:3:forces:R:3:lowdin_charge:R:1
O -0.568 2.079 -0.198 -0.809 -0.025 -0.354 -0.07
C -1.214 1.080 -0.417 -0.507 0.797 0.072 -0.21
C 0.314 -0.678 -0.978 0.537 -0.827 -0.135 -0.04
C 0.934 -0.873 0.191 0.003 -0.661 -0.479 -0.23
C 0.204 -1.453 1.286 -0.565 -0.652 0.587 -0.24
N -0.460 -1.903 2.121 0.691 0.467 -0.716 0.16
H 0.765 1.540 0.757 0.496 0.059 0.499 0.09
H -1.571 0.864 -1.436 -0.029 -0.047 -0.026 0.09
H -1.571 0.402 0.382 0.059 0.223 -0.033 0.10
H 0.797 -0.155 -1.796 0.067 -0.240 0.048 0.10
H -0.640 -1.153 -1.167 -0.038 0.235 0.047 0.09
H 1.192 0.960 0.964 0.315 0.537 0.442 0.07
H 1.986 -0.663 0.343 -0.220 0.134 0.048 0.10
```
Positions in Å, forces in eV/Å.

Entry 5:
Entry from OMol25: a molecular structure, C60H72GeN4O2SbW in a non-equilibrium geometry (ωB97M-V with the def2-TZVPD basis set).

F_max ... 2.246 eV/A
HOMO (spin up / spin down) ... -0.33083 / -0.35160 hartree
Total charge ... +1
Multiplicity ... 3
Frontier orbital gap (spin up / spin down) ... 5.046 / 5.575 eV
Calculated total energy ... -5083.17351 Ha

The geometry in XYZ format:
```
141
Properties=species:S:1:pos:R:3:forces:R:3:lowdin_charge:R:1
W -0.052 1.048 0.205 1.004 -1.173 -0.231 1.73
C 3.152 -0.321 4.797 -0.073 0.018 0.152 -0.06
C 1.974 0.526 5.282 0.079 0.048 -0.161 -0.17
C 1.415 1.313 4.146 0.012 0.417 -0.042 -0.12
C 1.624 2.634 3.833 -0.156 -0.412 0.228 -0.11
C 2.440 3.632 4.584 0.144 -0.069 -0.097 -0.17
C 3.877 3.663 4.056 -0.114 0.100 0.113 -0.06
C 0.972 2.886 2.585 -0.575 -0.851 -0.731 -0.20
N 0.351 1.729 2.118 0.573 0.415 1.492 -0.05
C 0.558 0.774 3.135 -0.591 0.524 -0.795 -0.20
C -0.227 -0.357 3.269 -0.341 0.273 -0.179 0.06
C -1.343 -0.640 2.474 0.719 0.865 -1.036 -0.19
C -2.521 -1.310 2.894 -0.759 -0.137 -0.400 -0.10
C -2.730 -1.982 4.212 -0.057 -0.156 -0.079 -0.16
C -2.906 -3.496 4.083 0.031 0.129 0.004 -0.07
C -3.456 -1.134 1.889 0.403 -0.314 0.809 -0.12
C -2.820 -0.418 0.841 1.149 0.541 -0.571 -0.19
C -3.400 -0.098 -0.387 0.382 0.112 0.209 0.07
C -2.781 0.601 -1.404 0.696 -0.046 0.523 -0.20
N -1.485 1.136 -1.291 -0.703 0.412 -1.173 -0.05
C -1.262 1.768 -2.526 0.054 0.071 1.313 -0.21
C -0.413 2.866 -2.645 -0.212 0.375 0.486 -0.01
C 0.049 3.612 -1.543 -0.632 -1.304 0.460 -0.29
N 0.151 3.088 -0.240 -0.035 1.331 -0.589 -0.08
C 0.526 4.190 0.552 0.044 -1.094 0.764 -0.22
C 0.939 4.079 1.880 -0.331 -0.093 -0.766 0.07
C 0.608 5.363 -0.235 -0.200 0.031 -0.922 -0.13
C 0.341 4.997 -1.545 0.389 0.488 0.684 -0.14
C 0.200 5.907 -2.719 -0.193 -0.003 0.035 -0.18
C -1.262 6.341 -2.861 0.102 0.058 -0.071 -0.07
C 1.011 6.711 0.260 0.139 -0.092 -0.004 -0.17
C 2.537 6.833 0.324 -0.114 0.107 0.006 -0.07
C -2.332 1.488 -3.433 -0.182 -0.467 0.218 -0.11
C -3.323 0.876 -2.698 0.348 0.348 -0.137 -0.11
C -4.763 0.736 -3.093 -0.045 -0.276 -0.100 -0.17
C -5.193 -0.631 -3.635 -0.021 0.161 0.030 -0.08
C -2.358 1.833 -4.886 -0.106 0.260 0.024 -0.17
C -2.910 3.225 -5.208 0.075 -0.164 -0.032 -0.07
N -1.507 -0.086 1.197 -1.104 -0.731 0.973 -0.02
C -4.913 -1.457 1.921 -0.058 0.195 0.025 -0.17
C -5.737 -0.197 2.219 -0.023 -0.173 -0.049 -0.07
H 3.559 -0.908 5.615 0.080 -0.136 0.069 0.08
H 3.944 0.313 4.405 0.061 0.024 -0.076 0.07
H 2.830 -0.991 4.004 0.042 -0.129 -0.125 0.06
H 2.313 1.198 6.069 -0.095 0.016 0.089 0.11
H 1.205 -0.125 5.707 0.009 0.061 0.079 0.11
H 2.460 3.377 5.644 -0.141 0.085 -0.017 0.11
H 1.991 4.622 4.481 -0.016 0.012 0.135 0.11
H 4.343 2.688 4.179 0.069 -0.040 -0.074 0.07
H 4.467 4.395 4.604 0.079 0.058 -0.017 0.08
H 3.881 3.924 2.999 0.113 -0.018 -0.096 0.07
H -0.107 -0.936 4.170 0.038 -0.029 0.079 0.10
H -3.616 -1.563 4.692 0.030 0.098 0.080 0.12
H -1.885 -1.782 4.871 -0.034 0.071 0.039 0.10
H -3.839 -3.749 3.589 -0.120 -0.037 -0.072 0.07
H -2.911 -3.947 5.072 -0.022 -0.136 0.075 0.08
H -2.090 -3.923 3.507 -0.087 -0.010 -0.001 0.04
H -4.409 -0.437 -0.556 -0.165 -0.015 -0.041 0.12
H -0.362 3.346 -3.610 0.038 0.026 -0.126 0.12
H 1.309 4.968 2.361 0.089 0.128 0.077 0.12
H 0.517 5.414 -3.640 0.121 0.019 0.023 0.11
H 0.828 6.787 -2.581 0.086 -0.040 -0.068 0.11
H -1.905 5.472 -2.994 -0.082 -0.021 0.000 0.06
H -1.387 7.005 -3.713 -0.049 0.042 -0.094 0.08
H -1.590 6.867 -1.969 -0.066 0.046 0.098 0.08
H 0.588 6.889 1.249 -0.090 0.093 -0.037 0.12
H 0.621 7.474 -0.414 -0.094 0.030 0.070 0.11
H 2.949 6.180 1.090 0.092 -0.115 0.044 0.06
H 2.826 7.853 0.559 0.078 0.104 0.027 0.08
H 2.979 6.557 -0.631 0.085 -0.002 -0.075 0.08
H -4.975 1.486 -3.858 0.017 0.042 0.090 0.11
H -5.377 0.981 -2.224 -0.029 0.104 -0.083 0.12
H -4.479 -0.999 -4.369 0.032 -0.111 -0.042 0.08
H -6.164 -0.544 -4.116 -0.059 -0.032 -0.017 0.08
H -5.289 -1.360 -2.833 0.032 -0.111 -0.008 0.06
H -2.970 1.092 -5.403 0.107 -0.054 -0.007 0.12
H -1.343 1.752 -5.280 -0.040 -0.079 -0.056 0.12
H -3.937 3.334 -4.868 -0.085 0.036 0.049 0.07
H -2.889 3.372 -6.285 -0.040 0.124 -0.082 0.08
H -2.314 4.003 -4.742 0.038 0.130 0.041 0.05
H -5.125 -2.202 2.687 0.081 -0.074 -0.087 0.10
H -5.221 -1.874 0.960 -0.037 -0.119 0.032 0.11
H -5.467 0.216 3.190 0.004 0.042 0.032 0.08
H -6.800 -0.434 2.227 -0.064 0.033 0.025 0.08
H -5.562 0.567 1.464 -0.006 0.093 -0.021 0.07
C 2.847 2.986 -3.271 -0.221 -0.216 0.118 -0.28
Sb 2.381 1.544 -1.723 1.960 0.947 -0.549 1.45
C 3.251 2.783 -0.172 -0.179 -0.152 -0.172 -0.26
C 4.344 0.628 -2.066 -0.434 -0.156 0.019 -0.28
H 3.845 3.364 -3.084 0.169 0.047 0.103 0.01
H 2.151 3.814 -3.275 -0.116 0.143 -0.007 -0.03
H 2.836 2.505 -4.241 -0.042 -0.110 -0.201 0.01
H 4.333 2.807 -0.293 0.004 -0.054 -0.031 0.02
H 2.989 2.365 0.800 0.135 0.074 -0.048 -0.01
H 2.859 3.793 -0.254 0.047 0.073 -0.022 0.00
H 4.943 1.368 -2.588 -0.006 0.132 -0.048 0.00
H 4.279 -0.262 -2.682 0.026 -0.162 -0.032 0.00
H 4.833 0.397 -1.123 -0.067 -0.012 0.055 0.01
O 2.017 0.147 0.785 -0.564 -0.905 -0.200 -0.15
C 1.806 -0.881 0.049 -1.056 1.971 -0.083 -0.69
O 0.639 -0.880 -0.513 0.478 -0.343 0.898 -0.21
C 2.869 -1.839 -0.343 0.021 -0.234 0.007 -0.18
C 2.372 -2.574 -1.570 -0.414 -0.346 -0.034 -0.22
Ge 1.028 -3.954 -0.960 0.383 -0.419 -0.415 1.08
C -0.687 -4.056 -1.929 0.708 -0.029 0.327 -0.26
C -1.127 -5.260 -2.468 0.228 -0.037 0.050 -0.11
C -2.396 -5.368 -3.008 -0.088 -0.092 -0.062 -0.08
C -3.238 -4.269 -3.012 -0.068 -0.044 -0.069 -0.08
C -2.800 -3.065 -2.487 -0.054 -0.001 -0.018 -0.08
C -1.534 -2.958 -1.945 0.068 0.292 0.118 -0.10
C 2.207 -5.530 -1.251 -0.506 0.377 0.157 -0.28
C 2.530 -5.928 -2.544 -0.178 0.063 -0.055 -0.12
C 3.522 -6.865 -2.770 0.040 -0.050 -0.147 -0.09
C 4.218 -7.414 -1.705 0.034 -0.019 0.043 -0.09
C 3.914 -7.017 -0.414 0.114 -0.074 0.078 -0.08
C 2.918 -6.083 -0.193 -0.223 0.116 0.152 -0.11
C 0.572 -4.049 0.980 0.171 0.165 -0.625 -0.24
C 0.950 -3.178 1.990 0.130 0.179 -0.073 -0.10
C 0.778 -3.517 3.322 -0.004 -0.062 0.158 -0.09
C 0.167 -4.708 3.666 0.110 -0.048 0.016 -0.10
C -0.304 -5.548 2.667 0.039 -0.103 0.096 -0.08
C -0.083 -5.226 1.342 -0.010 0.016 -0.205 -0.10
H 3.080 -2.538 0.472 0.001 0.137 0.085 0.12
H 3.794 -1.278 -0.498 -0.177 0.045 0.024 0.10
H 3.192 -3.103 -2.056 -0.094 -0.166 0.071 0.08
H 1.961 -1.860 -2.286 -0.066 -0.141 0.003 0.07
H -0.466 -6.117 -2.456 -0.002 -0.117 -0.025 0.10
H -2.728 -6.310 -3.421 -0.030 -0.053 -0.023 0.11
H -4.233 -4.356 -3.422 -0.092 0.019 -0.053 0.10
H -3.444 -2.203 -2.495 -0.085 0.109 0.006 0.06
H -1.207 -2.013 -1.522 -0.039 -0.050 -0.039 0.08
H 1.997 -5.495 -3.382 0.020 -0.012 -0.120 0.10
H 3.761 -7.163 -3.780 0.012 -0.052 -0.116 0.10
H 4.995 -8.142 -1.883 0.064 -0.059 -0.012 0.10
H 4.457 -7.425 0.426 0.057 -0.080 0.038 0.10
H 2.682 -5.776 0.820 0.051 -0.049 0.075 0.09
H 1.382 -2.212 1.759 0.039 -0.199 0.226 0.07
H 1.139 -2.852 4.092 0.029 0.075 0.129 0.09
H 0.037 -4.968 4.705 -0.026 -0.052 0.105 0.11
H -0.832 -6.454 2.924 0.008 -0.092 0.012 0.11
H -0.419 -5.899 0.562 -0.029 -0.119 0.003 0.11
```
Positions in Å, forces in eV/Å.

Entry 6:
Entry from OMol25: a single C4H5NOS5 molecule in a non-equilibrium geometry (ωB97M-V with the def2-TZVPD basis set).

F_max ... 4.549 eV/A
HOMO ... -0.31968 hartree
Energy above the lowest of the compared OMol25 structures with the same formula, charge and spin ... 31.4 kJ/mol
Frontier orbital gap ... 8.517 eV
Calculated total energy ... -2276.24060 Ha

The geometry in XYZ format:
```
16
Properties=species:S:1:pos:R:3:forces:R:3:lowdin_charge:R:1
C -0.676 0.328 -1.606 -1.012 -0.326 1.740 -0.12
C 0.158 0.888 -0.453 0.152 -1.637 -0.085 -0.32
C -1.526 -0.734 -1.640 1.127 1.772 -0.490 -0.50
C 1.522 0.313 -0.007 -1.290 -0.879 0.869 -0.34
N 1.427 1.423 -0.907 1.010 1.912 1.314 0.02
O 1.964 -1.540 1.769 -0.039 -3.157 -0.167 -0.60
S -1.735 -2.062 -0.492 0.795 -0.648 -1.550 0.47
S -2.255 -1.102 1.133 -1.447 0.866 1.431 0.06
S -0.950 -1.345 2.670 0.446 0.147 0.237 0.05
S -0.011 0.437 2.927 0.821 -0.446 -0.411 0.14
S 1.955 -0.130 1.913 -0.811 4.403 -0.806 0.65
H -0.818 1.133 -2.314 -0.045 -0.262 -0.610 0.10
H -0.489 1.372 0.326 0.986 -0.267 -0.636 0.11
H -2.246 -0.698 -2.459 0.228 -0.507 0.083 0.06
H 1.954 -0.634 -0.345 -0.367 0.269 -0.493 0.09
H 1.726 2.352 -0.514 -0.555 -1.242 -0.426 0.13
```
Positions in Å, forces in eV/Å.